--- P ---
107
Properties=species:S:1:pos:R:3 method="wB97M-V/def2-TZVPD" mol_weight_g_mol=1189.2 total_charge=-1 homo_lumo_gap_ev=5.69 e_lumo_ev=2.0
Ba 0.70980 -0.05529 -0.11066
C 0.45070 2.34803 5.31401
C 0.87312 1.29653 4.34177
C 1.78073 0.27415 4.52534
C 1.79545 -0.42068 3.30882
N 0.95760 0.13016 2.45208
N 0.38459 1.19592 3.08480
B -0.60916 2.16909 2.37557
N -1.86546 1.42057 1.83951
N -1.84743 0.55958 0.78525
C -3.08919 0.11852 0.63746
C -3.93718 0.70036 1.59138
C -3.12015 1.52000 2.33625
C -3.47798 2.37356 3.50645
C -3.44594 -0.88314 -0.39142
C -2.64276 -1.15303 -1.49636
C -3.03807 -2.07156 -2.45817
C -4.24117 -2.74658 -2.32727
C -5.03823 -2.50748 -1.21654
C -4.64402 -1.58525 -0.26152
N 0.08891 3.02720 1.26461
N 0.55460 2.52316 0.08671
C 1.08026 3.53826 -0.59160
C 0.96370 4.72218 0.15328
C 0.33222 4.35548 1.31908
C -0.03599 5.22032 2.47820
C 1.74078 3.39205 -1.91524
C 2.13850 2.16541 -2.45029
C 2.83077 2.09046 -3.64492
C 3.11890 3.24794 -4.35675
C 2.70023 4.47303 -3.86029
C 2.02234 4.54066 -2.65038
C 2.57362 -1.62395 2.95938
C 3.92582 -1.72155 3.27054
C 4.63365 -2.86378 2.92952
C 3.99955 -3.91551 2.27879
C 2.64840 -3.82631 1.97385
C 1.93597 -2.68517 2.32019
H 0.91822 2.14488 6.27700
H -0.62892 2.36632 5.45711
H 0.75410 3.34462 4.99667
H 2.33914 0.04581 5.41617
H -0.99079 2.93910 3.20533
H -4.99410 0.55175 1.72784
H -4.54429 2.27100 3.70824
H -3.26182 3.42671 3.32786
H -2.93309 2.07802 4.40353
H -1.68287 -0.66643 -1.64119
H -2.38655 -2.27147 -3.29658
H -4.53901 -3.47778 -3.06800
H -5.96489 -3.05212 -1.08365
H -5.25992 -1.42485 0.61434
H 1.31304 5.70732 -0.09815
H 0.27637 6.24259 2.26771
H 0.45316 4.89950 3.39677
H -1.10973 5.22115 2.66467
H 1.92735 1.23985 -1.94387
H 3.14804 1.11988 -4.00550
H 3.66817 3.19343 -5.28854
H 2.91111 5.38454 -4.40657
H 1.70761 5.50395 -2.27203
H 4.43003 -0.87724 3.72238
H 5.69466 -2.91870 3.13785
H 4.56401 -4.79363 1.99353
H 2.14473 -4.63556 1.45992
H 0.87203 -2.61653 2.11715
O 7.57271 -3.06006 0.52374
C 6.55230 -2.48095 0.24211
S 6.15595 -0.85147 0.80028
C 4.55080 -0.71806 0.10609
C 4.16293 -1.79460 -0.62681
S 2.76610 -1.78346 -1.67722
S 5.27048 -3.15171 -0.75657
S 3.70651 0.76488 0.42667
Se -1.41362 -4.45341 -0.17510
Se 0.90814 -3.13318 -0.75040
C 0.24685 -3.00682 -2.56444
C -0.15436 -4.13007 -3.28258
C -0.50656 -3.96512 -4.60552
C -0.43866 -2.69913 -5.17608
C -0.03586 -1.64525 -4.37801
N 0.28165 -1.78784 -3.09063
C -1.81730 -3.49148 1.41543
C -2.90913 -3.90314 2.20045
C -3.22737 -3.20329 3.33941
C -2.44692 -2.10643 3.70058
C -1.38696 -1.78170 2.88120
N -1.07262 -2.44036 1.76179
H -0.16749 -5.10122 -2.80834
H -0.81867 -4.81769 -5.19494
H -0.68942 -2.53432 -6.21452
H 0.01780 -0.63966 -4.76702
H -3.48749 -4.76278 1.88959
H -4.07150 -3.50691 3.94760
H -2.64815 -1.52398 4.58887
H -0.74607 -0.93679 3.11951
C -0.28172 1.89329 -5.43318
N -1.56735 1.64689 -4.81778
C -1.68536 1.54515 -3.46041
N -2.97794 1.57695 -2.98505
O -0.72819 1.48304 -2.71145
H -0.11213 1.22515 -6.27959
H 0.48826 1.71938 -4.68437
H -0.18821 2.92641 -5.77431
H -2.40134 1.88327 -5.33259
H -3.69273 1.17064 -3.56968
H -3.04063 1.28638 -2.01812

***

--- Q ---
107
Properties=species:S:1:pos:R:3 method="wB97M-V/def2-TZVPD" mol_weight_g_mol=1189.2 total_charge=-1 homo_lumo_gap_ev=5.87 e_lumo_ev=2.0
Ba 0.02058 0.86792 1.00314
C -2.67636 -4.27105 -1.74852
C -2.64971 -3.46384 -0.49325
C -3.66619 -3.35259 0.43514
C -3.19306 -2.41895 1.37897
N -1.99857 -1.97260 1.02475
N -1.63552 -2.66212 -0.10073
B -0.22999 -2.22025 -0.62288
N -0.27093 -1.49993 -2.01167
N -0.32932 -0.13818 -1.87596
C -0.19264 0.37051 -3.09704
C -0.06668 -0.65596 -4.04271
C -0.12133 -1.82402 -3.31011
C -0.00211 -3.22496 -3.79940
C -0.09983 1.82451 -3.31414
C -0.73974 2.72577 -2.46658
C -0.59980 4.09178 -2.66410
C 0.17160 4.57347 -3.71130
C 0.81290 3.68059 -4.55735
C 0.68245 2.31525 -4.35756
N 1.03617 -3.07477 -0.32134
N 1.97665 -2.29130 0.28888
C 3.07487 -3.01191 0.40731
C 2.86478 -4.30613 -0.10378
C 1.56177 -4.30668 -0.55030
C 0.84261 -5.48470 -1.11538
C 4.29585 -2.43010 0.99652
C 5.48405 -3.15596 1.03703
C 6.63207 -2.59835 1.58028
C 6.60745 -1.30752 2.08951
C 5.42717 -0.57677 2.05352
C 4.28190 -1.13477 1.50994
C -3.85318 -1.94104 2.60636
C -3.09914 -1.39905 3.64437
C -3.71766 -0.92724 4.79387
C -5.09516 -1.02383 4.93379
C -5.85371 -1.57914 3.91062
C -5.23759 -2.02920 2.75269
H -3.67796 -4.68080 -1.87768
H -1.99183 -5.11681 -1.73143
H -2.45050 -3.66538 -2.62795
H -4.59346 -3.90277 0.43440
H -0.03070 -1.33827 0.10294
H 0.05053 -0.56193 -5.10978
H -0.63498 -3.37863 -4.67532
H -0.30363 -3.94516 -3.04642
H 1.02656 -3.45471 -4.08622
H -1.36072 2.36473 -1.65553
H -1.08969 4.77805 -1.98374
H 0.29269 5.64029 -3.85298
H 1.44222 4.04623 -5.35938
H 1.22119 1.62068 -4.99138
H 3.54211 -5.14403 -0.11817
H 1.22248 -6.39032 -0.64278
H 0.99160 -5.59024 -2.19024
H -0.22585 -5.44401 -0.92471
H 5.51377 -4.16248 0.63800
H 7.54983 -3.17347 1.60386
H 7.50320 -0.87362 2.51631
H 5.38247 0.43023 2.44909
H 3.36515 -0.56157 1.49559
H -2.02332 -1.31856 3.55095
H -3.10633 -0.46506 5.55750
H -5.57827 -0.65843 5.83126
H -6.93035 -1.65106 4.00714
H -5.83770 -2.44790 1.95113
O 1.44329 4.98861 7.20723
C 1.25301 4.22622 6.29018
S 2.49216 3.72871 5.13118
C 1.48503 2.64716 4.18703
C 0.19523 2.50011 4.55781
S -1.05625 1.50237 3.84443
S -0.29119 3.42483 5.96872
S 2.21965 1.82451 2.82869
Se 2.68272 3.19671 0.74685
Se 2.98720 3.94029 -1.69056
C 3.17169 2.14631 -2.34738
C 3.88805 1.98397 -3.54001
C 4.04619 0.72013 -4.06850
C 3.50844 -0.36372 -3.38287
C 2.82144 -0.10660 -2.21118
N 2.63370 1.11508 -1.70407
C 1.00572 4.20697 0.82495
C 1.00919 5.56991 0.54261
C -0.19396 6.24784 0.57553
C -1.35675 5.56157 0.90723
C -1.25857 4.21394 1.19299
N -0.09886 3.55306 1.13619
H 4.31524 2.85207 -4.02413
H 4.59389 0.57958 -4.99317
H 3.61897 -1.38122 -3.73372
H 2.39560 -0.92494 -1.64362
H 1.93587 6.07396 0.30965
H -0.22239 7.30803 0.35520
H -2.31655 6.05706 0.95821
H -2.12159 3.62125 1.46717
C -4.70309 1.46346 1.95727
N -4.59851 0.67399 0.74390
C -3.48134 0.72444 -0.02410
N -3.40760 -0.16596 -1.05493
O -2.60764 1.58179 0.16654
H -5.74691 1.71718 2.13905
H -4.13617 2.37945 1.82130
H -4.30231 0.93966 2.82541
H -5.14890 -0.16627 0.69068
H -3.88754 -1.04743 -0.94796
H -2.47933 -0.23597 -1.45689

***

In order of decreasing stability: P, Q.

***

--- P ---
33
Properties=species:S:1:pos:R:3 method="wB97M-V/def2-TZVPD" mol_weight_g_mol=188.4 total_charge=+1 homo_lumo_gap_ev="8.20 / 8.14" e_lumo_ev="-4.4 / -4.4"
C 0.50689 0.61369 -1.61838
C 0.80455 0.07215 0.91674
C 1.50173 0.34407 -0.51874
C -1.36798 0.08451 -0.09559
C 2.43283 1.55731 -0.14755
C 2.47307 -0.84522 -0.88701
C -0.26147 -2.07319 0.44960
C -1.19174 -0.59610 2.10333
N -0.46531 -0.67575 0.79541
Si -1.70972 1.96101 0.10023
Si -2.60391 -0.68531 -1.28942
H 0.26370 1.55916 -1.89095
H 0.38383 -0.10183 -2.37059
H 1.37764 -0.49169 1.52042
H 0.81936 1.05119 1.32913
H 2.67415 1.44993 0.94314
H 1.94182 2.43885 -0.29596
H 3.47132 1.62910 -0.62796
H 3.13876 -1.09703 0.04243
H 3.14750 -0.42033 -1.71893
H 1.89609 -1.66470 -1.18337
H -1.31128 -2.57455 0.39132
H 0.15418 -2.13157 -0.56202
H 0.37821 -2.64226 1.23443
H -0.38556 -0.32669 2.88860
H -1.78140 0.25768 2.10419
H -1.81071 -1.42647 2.53062
H -1.86152 2.82335 -0.97040
H -0.50017 2.36570 1.13520
H -3.00057 2.21545 0.67120
H -4.10336 -0.85709 -0.78571
H -2.53179 -2.16059 -1.83976
H -2.47919 0.34721 -2.35365

***

--- Q ---
33
Properties=species:S:1:pos:R:3 method="wB97M-V/def2-TZVPD" mol_weight_g_mol=188.4 total_charge=+1 homo_lumo_gap_ev="4.93 / 4.93" e_lumo_ev="-5.0 / -5.0"
C 0.58392 -2.38515 -4.14006
C 3.93710 -0.22021 -1.10601
C -2.56584 0.54232 4.90609
C -3.34132 3.07617 3.42857
C -0.06173 -0.12363 0.82678
C -0.73503 0.97911 -1.90812
C 1.76480 -1.44449 -4.00254
C 2.95254 -1.31888 -0.85786
N 1.67884 -1.17804 -1.51435
Si -2.06246 1.67116 3.51822
Si 0.44817 -0.16612 -1.04891
H 0.41730 -2.56334 -5.17125
H 0.97429 -3.26166 -3.77193
H -0.28023 -1.87970 -3.66222
H 4.38372 -0.22975 -2.12680
H 3.49253 0.75254 -1.09847
H 4.64196 -0.34206 -0.38242
H -2.30037 1.08304 5.87567
H -3.59543 0.55937 4.98142
H -2.01071 -0.38766 4.80485
H -3.79065 3.20340 4.47506
H -3.18285 4.03494 2.88252
H -4.29814 2.74593 2.88051
H -0.62994 -1.13496 0.97996
H 0.84836 -0.01392 1.49465
H -0.76782 0.74276 1.16491
H -1.22410 0.42777 -2.82899
H -1.46615 1.28634 -1.12924
H -0.32957 2.03028 -2.26616
H 1.65850 -0.32518 -4.11832
H 2.75603 -1.67874 -4.06164
H 2.78624 -1.53328 0.28238
H 3.44544 -2.22108 -1.15745

***

In order of decreasing stability: Q, P.

***

--- P ---
8
Properties=species:S:1:pos:R:3 method="wB97M-V/def2-TZVPD" mol_weight_g_mol=99.0 homo_lumo_gap_ev=9.08 smiles="O=c1cnonn1" e_lumo_ev=-1.3
O 2.12673 -0.28439 -0.13889
C 0.89911 -0.30366 -0.01711
C 0.16378 0.94350 0.12255
N -1.11502 0.96413 -0.05210
O -1.77448 -0.20069 -0.12993
N -1.11310 -1.46162 -0.00412
N 0.12095 -1.47741 0.08698
H 0.69202 1.82014 0.13262

***

--- Q ---
8
Properties=species:S:1:pos:R:3 method="wB97M-V/def2-TZVPD" mol_weight_g_mol=99.0 homo_lumo_gap_ev=9.39 smiles="n1c2[nH]n1-2.O=C=O" e_lumo_ev=-0.3
N 1.40995 -0.90105 0.65751
C 1.34614 -0.52176 -0.86540
N 0.38478 -1.49461 -1.03663
N 0.22468 -1.18309 0.30197
H -0.36783 -1.43805 -1.71936
O -0.65942 2.29357 -0.10918
C -0.99563 1.85213 0.89180
O -1.34266 1.39287 1.87929

***

In order of decreasing stability: P, Q.

***

--- P ---
19
Properties=species:S:1:pos:R:3 method="wB97M-V/def2-TZVPD" mol_weight_g_mol=131.2 total_charge=+1 homo_lumo_gap_ev=9.20 e_lumo_ev=-3.8
C -1.55830 0.20628 -0.08929
C -1.67104 -1.33403 -0.25551
C 0.92702 -0.55058 -0.29926
C -2.86641 0.77769 0.40357
C 2.82751 0.87644 -0.15387
N -0.53752 0.89551 -0.06783
N 2.06127 -0.16673 0.50090
S -0.01392 -2.02628 0.00012
H -2.50160 -1.84087 0.17586
H -1.72800 -1.60444 -1.35285
H 1.07788 -0.34783 -1.42413
H -3.39575 0.96176 -0.55699
H -2.71462 1.80671 0.90495
H -3.66214 0.23986 1.04938
H 3.81789 0.85388 0.30008
H 2.97915 0.48957 -1.25094
H 2.41908 1.84494 -0.06685
H 1.87838 -0.01248 1.58147
H 2.66111 -1.06940 0.60119

***

--- Q ---
19
Properties=species:S:1:pos:R:3 method="wB97M-V/def2-TZVPD" mol_weight_g_mol=131.2 total_charge=+1 homo_lumo_gap_ev="7.69 / 7.69" e_lumo_ev="-4.6 / -4.6"
C -0.28760 -0.96812 -1.15861
C -0.87947 0.22978 2.77020
C 0.14030 0.89404 3.29497
C 0.22297 -0.47120 -3.42296
C 0.89768 1.04533 -1.55071
N -0.87217 -1.14218 2.51703
N 0.23625 -0.17471 -1.99982
S -0.82962 -1.67590 0.09433
H -1.78292 0.72210 2.44303
H -0.09294 -1.63554 2.93916
H 1.03559 0.38875 3.61756
H 0.10591 1.95745 3.44122
H -0.38072 0.26664 -3.95393
H 1.24019 -0.44283 -3.81516
H -0.20205 -1.46001 -3.59228
H 0.24263 1.60888 -0.88644
H 1.81311 0.79901 -1.01268
H 1.14755 1.66105 -2.41182
H -1.75471 -1.60255 2.68692

***

In order of decreasing stability: Q, P.